1.
The following is a quantum chemistry calculation of one molecule with the formula CH5NOSi, from OMol25.

Atoms and positions in Å:
1 H -1.63893 -0.38990 -2.18479
2 H -0.25017 -1.63121 -0.82512
3 C 0.34054 0.85630 0.26835
4 H 1.35846 -0.74584 1.00187
5 N 1.26800 0.24974 1.06720
6 O 0.28338 2.06687 0.07071
7 H 2.05673 0.78381 1.31734
8 Si -1.06534 -0.53082 -0.79835
9 H -2.35267 -0.65895 0.08281

total charge: 0
SMILES: NC(=O)[SiH3]
electronic energy: -460.53955 Ha

***

2.
The following is a quantum chemistry calculation of a 2-piece molecular cluster, C5H9NO overall, from OMol25.

Atoms and positions in Å:
1 C 2.83194 -0.15116 0.21898
2 C 0.55698 0.38017 1.54025
3 N -0.75814 -0.36944 0.02028
4 C 0.48069 -0.33833 -0.51988
5 C 1.39350 -0.18108 0.58403
6 H 3.56376 -0.27356 1.04895
7 H -1.41462 -0.38517 -0.69590
8 H 0.75311 -0.67105 -1.47472
9 H 0.65751 0.57681 2.64721
10 H 2.94126 -0.97718 -0.55045
11 H 3.10910 0.74770 -0.33925
12 O -2.89485 0.44346 -2.10273
13 C -0.83408 -0.01607 1.36370
14 H -2.52034 1.41831 -2.23052
15 H -3.48816 0.35765 -2.82440
16 H -1.71001 0.08372 1.97647

total charge: 0
SMILES: Cc1cc[nH]c1.O
electronic energy: -325.83664 Ha